Here is a structure of composition C45H61BrIN2O2P3S2ScSi from the OMol25 dataset. Energies are from the ωB97M-V functional and the def2-TZVPD basis.

Geometry as XYZ:
```
119
Properties=species:S:1:pos:R:3:mulliken_charge:R:1
Sc -0.081 -0.047 -1.597 -0.9715
C -3.147 -4.601 0.263 -1.7299
C -1.958 -3.821 -0.305 1.0252
C -0.694 -4.681 -0.214 -1.4856
P -1.637 -2.055 0.224 0.9190
C -3.275 -1.292 0.611 1.5746
C -4.016 -1.742 1.871 -1.5164
C -4.164 -1.354 -0.636 -1.0246
C -0.765 -2.262 1.834 0.1936
C -1.170 -3.238 2.756 -0.4018
C -0.378 -3.584 3.838 -1.0123
C 0.854 -2.961 4.007 -0.8314
C 1.234 -1.957 3.133 -0.0072
C 0.431 -1.557 2.051 -0.1845
Si 0.852 0.041 1.052 1.1040
C 0.573 1.406 2.429 -0.0138
C 0.440 1.066 3.787 -0.2474
C 0.537 2.000 4.808 -1.0062
C 0.790 3.331 4.504 -0.8283
C 0.836 3.709 3.173 -0.3366
C 0.681 2.782 2.138 0.4872
P 0.417 3.390 0.412 0.9803
C -0.928 4.646 0.799 0.6300
C -2.081 4.001 1.574 -1.6735
C -1.472 5.304 -0.475 -1.5696
C 1.894 4.505 0.147 0.2324
C 1.945 4.972 -1.313 -1.1845
C 3.192 3.771 0.477 -1.1378
C 2.822 -0.075 1.111 0.3032
C 3.505 0.671 2.089 0.2254
C 4.886 0.686 2.222 -0.8948
C 5.675 -0.054 1.358 -1.1342
C 5.050 -0.805 0.381 -1.0169
C 3.654 -0.827 0.250 0.1743
P 3.108 -1.966 -1.045 1.7751
C 3.499 -3.678 -0.444 0.3565
C 2.992 -3.857 0.988 -1.0661
C 4.934 -4.184 -0.573 -1.6934
C 4.185 -1.775 -2.527 1.0765
C 3.502 -2.463 -3.718 -1.7535
C 4.626 -0.360 -2.908 -1.7332
H -3.241 -5.535 -0.300 0.4878
H -4.089 -4.070 0.170 0.3287
H -3.011 -4.874 1.312 0.2416
H -2.147 -3.672 -1.369 0.1474
H -0.463 -4.955 0.819 0.2112
H 0.179 -4.181 -0.633 0.0348
H -0.845 -5.604 -0.783 0.6096
H -3.003 -0.244 0.763 -0.7326
H -4.325 -2.788 1.829 0.1711
H -4.918 -1.133 1.976 0.4850
H -3.410 -1.597 2.766 0.3254
H -4.460 -2.375 -0.876 0.4638
H -3.650 -0.958 -1.514 -0.1075
H -5.073 -0.775 -0.468 0.4018
H -2.116 -3.744 2.618 0.1656
H -0.711 -4.346 4.534 0.3782
H 1.504 -3.244 4.828 0.4203
H 2.183 -1.456 3.296 0.4072
H 0.266 0.039 4.068 0.4153
H 0.431 1.683 5.840 0.3918
H 0.906 4.069 5.290 0.3548
H 0.964 4.760 2.936 0.2118
H -0.480 5.425 1.425 0.5727
H -2.575 3.231 0.980 0.0560
H -2.829 4.762 1.817 0.6308
H -1.753 3.542 2.507 0.1502
H -1.666 4.559 -1.254 0.1732
H -0.790 6.052 -0.880 0.3522
H -2.418 5.809 -0.256 0.4943
H 1.799 5.377 0.804 0.4867
H 1.001 5.381 -1.665 0.1580
H 2.196 4.129 -1.962 0.0294
H 2.714 5.742 -1.437 0.4711
H 3.272 2.852 -0.114 -0.0781
H 3.255 3.503 1.531 0.1981
H 4.055 4.403 0.234 0.5713
H 2.933 1.268 2.786 0.2924
H 5.342 1.289 2.999 0.4019
H 6.755 -0.045 1.437 0.3902
H 5.664 -1.373 -0.309 0.4782
H 2.860 -4.288 -1.092 0.5386
H 3.636 -3.329 1.696 0.2318
H 2.984 -4.917 1.253 0.5538
H 1.980 -3.478 1.119 -0.1022
H 5.624 -3.603 0.043 0.3055
H 5.298 -4.187 -1.600 0.3845
H 4.971 -5.216 -0.214 0.4554
H 5.076 -2.347 -2.276 0.4989
H 2.585 -1.937 -3.989 0.2434
H 3.248 -3.506 -3.516 0.3797
H 4.174 -2.439 -4.579 0.4637
H 3.841 0.154 -3.457 0.3451
H 5.511 -0.433 -3.549 0.4586
H 4.874 0.263 -2.049 0.2771
N -0.822 1.299 -4.961 -0.0703
C -0.599 0.900 -3.893 0.0263
H -1.088 1.461 -5.906 0.2254
Br 1.913 1.573 -2.255 -0.5704
I -1.397 -2.086 -3.503 -0.5406
C 1.424 -1.929 -1.444 0.1091
H 1.283 -2.613 -2.280 0.7852
H 0.916 -2.369 -0.583 -1.7865
O -6.472 3.208 0.405 -0.7277
S -6.051 1.933 -0.100 1.1764
O -6.756 0.759 0.337 -0.6897
N -4.430 1.732 0.124 -0.3499
C -3.786 1.695 -1.007 0.0228
S -2.081 1.644 -1.138 0.5396
C -4.660 1.826 -2.223 0.1447
C -4.291 1.820 -3.553 -0.0671
C -5.288 1.973 -4.510 -0.6771
C -6.621 2.136 -4.137 -0.4226
C -6.989 2.141 -2.797 -0.7753
C -5.984 1.975 -1.867 -0.0806
H -3.250 1.700 -3.820 0.2210
H -5.029 1.966 -5.561 0.3997
H -7.381 2.263 -4.899 0.3865
H -8.022 2.266 -2.495 0.4436
```

Calculated values
Kohn-Sham gap ... 6.791 eV
LUMO ... 0.08197 Ha
Net charge ... -1
Energy relative to the best compared isomer or geometry (same formula, charge and spin) ... 0.0000 eV
Total energy ... -7753.9078 a.u.